Molecular formula: C21H27BN2O4PtS
Method: DFT, ωB97M-V with the def2-TZVPD basis set

Last column: Mulliken charge in e.
Element x y z (Å)
Pt 1.174 -2.623 0.068  0.2491
O 4.681 -3.027 0.187  -0.6893
C 3.627 -3.453 0.642  0.5070
O 2.725 -4.052 -0.046  -0.7502
C 3.426 -3.344 2.160  0.4506
C 4.590 -3.145 2.896  -0.5428
C 4.573 -2.956 4.263  -0.5942
C 3.361 -2.973 4.934  -0.4170
C 2.194 -3.198 4.238  -0.8792
C 2.203 -3.382 2.852  0.8506
S 0.629 -3.694 2.145  -0.6880
H 5.522 -3.128 2.352  0.4370
H 5.494 -2.781 4.799  0.3785
H 3.326 -2.820 6.003  0.3550
H 1.244 -3.239 4.755  0.4017
N -3.905 -2.940 -2.019  -0.1133
C -3.679 -1.830 -1.050  -0.9058
C -2.170 -1.813 -0.734  -0.9566
N -1.676 -3.075 -0.263  0.0568
C -2.029 -4.197 -1.081  -0.8143
C -3.541 -4.245 -1.396  -0.6569
H -3.264 -2.784 -2.812  0.3871
H -4.870 -2.943 -2.366  0.3556
H -4.282 -2.020 -0.161  0.3585
H -3.986 -0.883 -1.494  0.4167
H -1.952 -1.052 0.015  0.5035
H -1.624 -1.534 -1.641  0.4183
H -1.806 -3.230 0.728  0.3686
H -1.726 -5.113 -0.575  0.4687
H -1.479 -4.137 -2.026  0.2992
H -4.133 -4.364 -0.486  0.3470
H -3.773 -5.058 -2.085  0.3965
C 0.761 5.933 -1.868  -1.6040
C -0.434 5.134 -1.328  2.0682
C -1.107 5.934 -0.202  -1.6417
C -1.454 4.985 -2.461  -2.0994
C 0.090 3.800 -0.805  0.3300
C 0.995 3.810 0.258  -0.4022
C 1.578 2.659 0.761  -1.7922
C 1.225 1.462 0.174  0.9666
O 1.612 0.212 0.469  -0.1695
B 0.930 -0.670 -0.379  -0.1822
O 0.098 0.131 -1.233  -0.1743
C 0.301 1.424 -0.877  0.7767
C -0.267 2.581 -1.379  -0.9223
H 0.424 6.886 -2.271  0.4406
H 1.259 5.373 -2.656  0.3775
H 1.484 6.126 -1.080  0.3525
H -1.474 6.881 -0.595  0.4519
H -0.411 6.151 0.603  0.3183
H -1.949 5.384 0.214  0.3829
H -1.773 5.975 -2.784  0.4413
H -2.334 4.439 -2.131  0.4108
H -1.017 4.480 -3.319  0.3896
H 1.259 4.750 0.717  0.3656
H 2.286 2.679 1.577  0.4498
H -0.958 2.517 -2.204  0.4671

HOMO (spin up / spin down) = -6.4 / -6.4 eV
Frontier orbital gap (spin up / spin down) = 5.17 / 5.17 eV
E_LUMO (spin up / spin down) = -1.241 / -1.241 eV

=====

Molecular formula: C21H27Cl2O7PtS3
Method: DFT, ωB97M-V with the def2-TZVPD basis set

Last column: Mulliken charge in e.
Element x y z (Å)
Pt -0.734 0.666 -0.069  1.9637
O 2.378 0.118 1.179  -0.6018
C 2.829 1.236 0.443  2.4197
C 2.199 1.254 -0.981  -0.3256
O 2.876 1.576 -1.941  -0.7059
O 0.941 0.975 -1.097  -0.7247
C 2.446 2.537 1.158  -0.3032
C 2.617 2.602 2.539  -0.0551
C 2.284 3.750 3.236  -0.8744
C 1.776 4.852 2.561  -0.3998
C 1.605 4.794 1.187  -0.9092
C 1.939 3.641 0.487  0.0633
C 4.348 1.121 0.362  -0.3685
C 5.106 2.146 -0.200  -0.2879
C 6.486 2.050 -0.258  -0.8653
C 7.135 0.930 0.249  -0.3464
C 6.388 -0.087 0.819  -0.7446
C 5.001 0.010 0.879  -0.1486
H 1.473 0.304 1.474  -0.2008
H 3.003 1.734 3.059  0.4226
H 2.409 3.782 4.311  0.3828
H 1.501 5.746 3.106  0.3904
H 1.193 5.641 0.655  0.3890
H 1.788 3.604 -0.584  0.4997
H 4.608 3.017 -0.598  0.4399
H 7.060 2.855 -0.701  0.3647
H 8.215 0.857 0.204  0.3743
H 6.881 -0.962 1.225  0.4064
H 4.417 -0.778 1.332  0.3267
C 2.003 -3.801 3.253  -1.2582
C 2.395 -3.763 1.780  0.2469
C 1.196 -3.706 0.840  -1.2212
S 0.269 -2.156 1.086  0.4607
O -0.221 -1.772 -0.291  -0.7898
C -1.188 -2.769 2.003  -0.9718
C -2.334 -3.205 1.105  0.0188
C -2.077 -4.482 0.316  -1.2618
H 2.884 -3.867 3.892  0.4003
H 1.366 -4.663 3.469  0.3298
H 1.459 -2.898 3.540  0.2821
H 2.984 -4.651 1.532  0.4076
H 3.034 -2.898 1.589  -0.1332
H 0.540 -4.568 0.956  0.3752
H 1.509 -3.639 -0.202  0.4315
H -1.489 -1.915 2.612  0.3909
H -0.839 -3.570 2.659  0.4511
H -2.578 -2.385 0.430  -0.0081
H -3.206 -3.336 1.753  0.4869
H -1.268 -4.341 -0.401  0.2197
H -2.964 -4.766 -0.250  0.3906
H -1.816 -5.316 0.976  0.3260
O -2.123 2.842 0.674  -0.5798
S -2.521 1.707 1.500  1.0053
O -3.634 1.901 2.383  -0.6445
O -2.701 0.495 0.579  -0.6511
S -0.815 1.023 2.452  -0.4075
Cl -3.492 -2.026 -2.544  -0.1995
C -1.889 -1.369 -2.935  0.4585
Cl -1.891 0.398 -2.970  -0.1486
H -1.620 -1.725 -3.921  0.3923
H -1.195 -1.693 -2.167  -0.3804

Energy above the lowest of the compared OMol25 structures with the same formula, charge and spin = 49.30 kcal per mole
HOMO (spin up / spin down) = -4.9 / -5.0 eV
Charge = -1
Frontier orbital gap (spin up / spin down) = 7.09 / 7.14 eV
E_LUMO (spin up / spin down) = 2.143 / 2.105 eV

=====

Molecular formula: C21H27Cl3IrN4O8P2S
Method: DFT, ωB97M-V with the def2-TZVPD basis set

Last column: Mulliken charge in e.
Element x y z (Å)
Ir 11.065 17.292 6.321  2.0168
N 8.454 21.149 5.356  -0.2798
C 9.364 20.712 6.524  0.7467
C 9.443 21.736 7.635  -1.8342
P 10.973 20.474 5.585  0.9126
O 12.121 20.799 6.564  -0.5129
O 10.804 21.331 4.367  -0.7873
O 11.126 18.891 5.241  -0.7217
P 8.580 19.176 7.020  0.9221
O 7.652 19.563 8.177  -0.5828
O 7.941 18.569 5.808  -0.8793
O 9.827 18.328 7.679  -0.8195
H 8.948 21.801 4.741  0.4132
H 7.588 21.584 5.736  0.3355
H 8.232 20.300 4.803  0.3146
H 10.029 22.583 7.292  0.4961
H 9.971 21.309 8.476  0.3615
H 8.481 22.081 7.998  0.4285
H 12.635 20.111 7.043  0.5491
H 6.792 19.206 8.516  0.4236
N 14.739 18.259 8.641  -0.3932
C 13.771 17.787 7.862  0.6888
O 12.786 18.463 7.480  -0.8068
C 13.858 16.331 7.419  -0.7087
C 12.530 15.788 7.168  -1.2641
H 14.838 19.258 8.895  0.2498
H 15.483 17.646 8.956  0.2224
H 14.394 15.690 8.100  0.4556
H 14.409 16.329 6.508  0.3643
H 11.820 15.733 8.045  0.5077
H 12.443 14.921 6.486  0.2262
Cl 7.624 10.312 11.568  -0.1723
C 7.717 10.684 9.874  0.0991
C 8.859 11.230 9.309  -0.8105
C 8.911 11.515 7.974  0.1021
C 7.837 11.209 7.155  0.0507
C 7.899 11.516 5.657  -0.7830
C 7.351 12.908 5.341  -1.3291
N 8.149 13.952 6.045  0.2350
C 7.630 14.636 7.098  -0.4813
C 8.489 15.658 7.363  -0.9568
N 9.484 15.638 6.400  -0.4223
C 9.288 14.587 5.654  -0.2164
O 9.220 11.507 5.134  -0.2014
C 9.723 10.184 5.055  -0.9701
C 11.221 10.265 4.876  0.3936
C 11.994 9.107 4.852  0.3898
Cl 11.359 7.546 4.894  -0.0206
S 13.672 9.391 4.616  -0.0322
C 13.402 11.111 4.497  -0.3000
C 12.046 11.390 4.603  -0.3437
C 6.690 10.596 7.737  0.4370
Cl 5.361 10.053 6.784  -0.1778
C 6.651 10.345 9.099  -0.5393
H 9.753 11.439 9.903  0.4031
H 9.811 11.917 7.532  0.4775
H 7.323 10.778 5.119  0.9946
H 6.352 12.986 5.761  0.4785
H 7.346 13.136 4.253  0.4125
H 6.763 14.303 7.616  0.5528
H 8.579 16.302 8.215  0.7285
H 9.974 14.320 4.886  0.5505
H 9.227 9.696 4.236  0.6137
H 9.482 9.582 5.919  0.6133
H 14.199 11.838 4.479  0.4686
H 11.703 12.432 4.495  0.2869
H 5.737 9.868 9.495  0.4244

Multiplicity = 6
HOMO (spin up / spin down) = -11.7 / -13.3 eV
Charge = +2
Frontier orbital gap (spin up / spin down) = 5.36 / 3.65 eV
E_LUMO (spin up / spin down) = -6.300 / -9.688 eV

=====

Molecular formula: C21H27Cl54FNO3PS
Method: DFT, ωB97M-V with the def2-TZVPD basis set

Last column: Mulliken charge in e.
Element x y z (Å)
C -0.377 -1.882 -1.578  -0.3024
C 0.275 -0.939 -2.591  -0.8823
N 1.600 -0.406 -2.095  0.4706
P 1.553 1.351 -1.732  0.1201
C 2.257 2.168 -3.213  -0.7865
O 2.814 1.470 -0.697  -0.3977
S 2.881 -1.092 -2.785  0.8053
O 4.052 -0.378 -2.407  -0.5563
O 2.822 -2.501 -2.745  -0.4552
F 2.660 -0.744 -4.314  -0.2518
H -0.545 -1.352 -0.638  0.0538
H -1.354 -2.218 -1.964  0.4198
H 0.249 -2.767 -1.398  -0.2481
H -0.378 -0.065 -2.755  0.5027
H 0.410 -1.431 -3.566  0.4351
H 1.436 2.527 -3.850  0.2593
H 2.760 3.064 -2.818  0.1880
H 2.988 1.608 -3.802  0.3911
H 3.667 1.352 -1.118  0.2836
C 5.645 -3.438 -0.942  0.9221
Cl 4.886 -3.215 0.631  -0.1108
Cl 7.359 -3.026 -0.896  -0.0984
Cl 5.416 -5.096 -1.517  -0.1597
H 5.155 -2.777 -1.650  -0.5669
C -0.855 1.127 2.119  -0.1730
Cl -2.145 0.179 2.864  -0.1706
Cl 0.367 0.076 1.411  -0.0408
Cl -1.505 2.217 0.897  -0.0497
H -0.384 1.721 2.895  0.3671
C 2.194 5.360 -6.129  -0.0006
Cl 2.835 5.494 -4.492  -0.0725
Cl 3.348 4.563 -7.195  -0.1198
Cl 0.644 4.512 -6.129  -0.1225
H 2.023 6.363 -6.505  0.3169
C -0.641 -1.064 7.192  -0.0327
Cl -0.347 -1.184 5.456  -0.0655
Cl -1.564 0.391 7.566  -0.0817
Cl -1.460 -2.512 7.785  -0.1336
H 0.318 -0.993 7.694  0.3147
C -5.530 1.810 2.567  0.4969
Cl -5.736 2.389 4.220  -0.1351
Cl -6.838 0.722 2.108  -0.0298
Cl -5.388 3.168 1.441  -0.0379
H -4.603 1.249 2.523  -0.2734
C 8.052 -6.305 -3.816  0.3185
Cl 8.029 -4.651 -4.427  -0.0843
Cl 7.864 -7.469 -5.127  -0.1352
Cl 9.531 -6.609 -2.904  -0.1172
H 7.215 -6.417 -3.136  -0.0042
C -8.767 -2.568 0.626  -0.0863
Cl -7.506 -2.285 -0.577  -0.1144
Cl -8.081 -3.140 2.143  -0.0900
Cl -9.725 -1.108 0.879  -0.0883
H -9.429 -3.337 0.243  0.3656
C 2.536 4.410 0.826  0.4225
Cl 1.440 4.376 2.209  -0.1327
Cl 1.678 4.838 -0.658  -0.0888
Cl 3.875 5.518 1.117  -0.1471
H 2.939 3.410 0.690  -0.0456
C -11.308 -4.770 4.540  -0.0158
Cl -10.961 -4.278 6.202  -0.1246
Cl -11.349 -3.367 3.478  -0.0729
Cl -10.132 -5.961 3.986  -0.1165
H -12.288 -5.236 4.528  0.3235
C -9.656 2.936 -1.268  -0.0582
Cl -9.807 1.226 -1.678  -0.0988
Cl -11.132 3.538 -0.511  -0.1293
Cl -8.266 3.160 -0.207  -0.0151
H -9.496 3.498 -2.182  0.3226
C 8.072 1.072 -2.517  0.6387
Cl 8.891 2.117 -3.681  -0.1355
Cl 9.193 -0.083 -1.801  -0.1090
Cl 7.272 2.032 -1.267  -0.1400
H 7.310 0.510 -3.048  -0.2759
C -3.686 6.081 -1.430  -0.0165
Cl -5.176 5.369 -0.816  -0.1009
Cl -2.554 4.825 -1.934  -0.0447
Cl -4.011 7.202 -2.753  -0.1419
H -3.222 6.644 -0.627  0.2774
C 6.236 -1.974 -6.163  -0.0545
Cl 5.133 -2.376 -4.853  0.0590
Cl 5.357 -1.475 -7.607  -0.1324
Cl 7.385 -0.739 -5.644  -0.1022
H 6.812 -2.861 -6.407  0.2817
C 0.845 -5.736 0.280  -0.0481
Cl 1.765 -4.884 -0.957  -0.0470
Cl 1.907 -6.310 1.568  -0.1305
Cl -0.439 -4.715 0.936  -0.1094
H 0.380 -6.601 -0.180  0.3064
C -10.905 -1.144 8.236  0.4833
Cl -9.826 -0.367 7.081  -0.0993
Cl -10.240 -1.087 9.869  -0.1306
Cl -12.516 -0.428 8.182  -0.1224
H -10.998 -2.186 7.948  -0.1136
C 13.436 -5.488 -3.337  0.5139
Cl 13.816 -4.291 -2.098  -0.1200
Cl 13.420 -4.756 -4.941  -0.1197
Cl 14.561 -6.845 -3.271  -0.1248
H 12.441 -5.870 -3.137  -0.1372
C -0.844 9.195 -3.152  0.1193
Cl -0.041 8.433 -4.525  -0.0870
Cl -0.676 8.209 -1.700  -0.0857
Cl -0.233 10.827 -2.884  -0.1283
H -1.902 9.264 -3.381  0.1959
C -1.281 0.348 11.931  0.0396
Cl -0.878 -0.939 10.795  -0.0801
Cl 0.006 0.571 13.117  -0.1257
Cl -1.629 1.859 11.092  -0.1192
H -2.178 0.048 12.463  0.2877

Energy above the lowest of the compared OMol25 structures with the same formula, charge and spin = 0.00 kcal per mole
HOMO = -9.9 eV
Frontier orbital gap = 10.03 eV
E_LUMO = 0.163 eV

=====

Ordered E_tot results: -1769.21266, -3577.41498, -4202.68879, -26786.59164; unit hartree.